Computed, not measured: 3 unconnected molecules or ions with the total composition C8H22BNO3, with ωB97M-V with the def2-TZVPD basis set.

Each line ends with the natural charge from an NBO analysis.
Positions of all 35 atoms, in Å:
C (2.54571, -3.20735, 1.69658)  -1.03
B (1.65876, -3.64358, 0.39766)  0.83
N (0.15666, -3.50533, 0.41671)  -0.76
C (-0.46042, -4.02246, 1.67157)  -0.43
C (-0.14158, -2.09386, 0.17815)  0.69
C (-0.28721, -0.96895, 1.28489)  -0.74
O (-0.25127, -1.72749, -1.01846)  -0.57
H (3.10041, -4.12923, 2.05553)  0.25
H (1.88555, -2.73728, 2.50337)  0.22
H (3.25901, -2.39031, 1.31875)  0.26
H (2.13700, -4.04996, -0.61884)  -0.09
H (-0.32914, -3.35271, 2.57956)  0.19
H (-0.00439, -5.03728, 1.95238)  0.21
H (-1.56902, -4.19149, 1.48359)  0.22
H (0.57507, -1.03144, 2.03586)  0.23
H (-0.16266, 0.03606, 0.76492)  0.26
H (-1.30458, -0.96988, 1.79428)  0.24
C (0.82337, 3.39727, -0.21080)  -0.64
C (2.09547, 2.77897, 0.33312)  -0.06
O (2.00998, 1.35954, 0.27583)  -0.73
H (-0.04325, 3.05827, 0.36308)  0.20
H (0.86914, 4.48803, -0.16893)  0.21
H (0.65885, 3.09193, -1.24696)  0.22
H (2.24718, 3.06646, 1.37533)  0.17
H (2.96658, 3.10421, -0.24447)  0.16
H (1.88445, 1.11222, -0.64949)  0.47
C (-3.35903, 2.68275, -1.70225)  -0.63
C (-2.53279, 2.33795, -2.92590)  -0.06
O (-1.16081, 2.20667, -2.57376)  -0.73
H (-3.00763, 3.61493, -1.25296)  0.21
H (-4.41465, 2.79216, -1.96153)  0.21
H (-3.26343, 1.90455, -0.93946)  0.20
H (-2.61337, 3.12679, -3.67604)  0.18
H (-2.87263, 1.39901, -3.37425)  0.16
H (-1.09534, 1.50085, -1.91708)  0.47

Output
LUMO level ... 0.373 eV
HOMO ... -9.27 eV
E_tot ... -623.27475 hartree
Frontier orbital gap ... 9.6 eV
Structure (SMILES) ... CBN(C)C(C)=O.CCO.CCO